Below is one molecule with the formula C4H8O2, with properties calculated with the ωB97M-V functional and the def2-TZVPD basis.

The net charge is 0. Its LUMO energy is 0.70 eV. The orbital gap comes out at 10.359 eV. The SMILES is O[C@@H]1CC[C@@H]1O. As for the relative energy (zero: lowest compared OMol25 entry of this formula, charge and spin): 160.9 kJ/mol. For the energy, the calculation gives -8371.6140 eV.

```
14
Properties=species:S:1:pos:R:3:forces:R:3
O -0.31625 -1.47096 1.14955 -0.154 -0.272 -0.012
C -0.27258 -0.80458 -0.10038 -0.011 0.039 -0.225
C -1.15735 0.45111 -0.21092 -0.143 -0.012 0.055
C 0.09916 1.30167 -0.52634 0.073 0.129 -0.045
C 1.00203 0.08067 -0.23353 -0.029 -0.013 -0.319
O 1.71373 0.17605 0.97084 -0.014 -0.127 0.146
H -0.61196 -2.37800 1.02391 0.079 0.119 0.049
H -0.40136 -1.51235 -0.92736 0.057 0.101 0.135
H -1.93597 0.41741 -0.97948 0.117 0.020 0.144
H -1.61557 0.68781 0.75272 0.053 -0.001 -0.121
H 0.15489 1.65959 -1.55906 0.002 -0.067 0.168
H 0.28527 2.13475 0.15678 -0.032 -0.118 -0.137
H 1.67970 -0.20419 -1.05147 -0.101 0.047 0.163
H 1.37624 -0.53898 1.53475 0.104 0.155 0.000
```
Forces are in eV/Å.

=====

Below is a 3-piece molecular cluster, C6H16N2O2 overall in a non-equilibrium geometry, with properties calculated with the ωB97M-V functional and the def2-TZVPD basis.

The net charge is 0. Its LUMO energy (alpha / beta) is 0.67 / 0.67 eV. The orbital gap (alpha / beta) comes out at 7.017 / 7.023 eV. As for the relative energy (zero: lowest compared OMol25 entry of this formula, charge and spin): 453.2 kJ/mol. For the energy, the calculation gives -13553.4544 eV.

```
26
Properties=species:S:1:pos:R:3:forces:R:3
C -0.52810 -0.61970 1.01454 0.719 0.080 0.229
C 1.36826 1.04604 0.49600 -0.406 -0.205 0.400
C 0.38199 -1.36848 1.97060 -0.093 0.112 -0.064
C 2.70014 0.39202 0.39235 -0.119 -0.329 -0.097
N 1.01388 1.95365 -0.39357 -0.700 0.141 -0.370
O -1.20628 0.39511 1.72534 -0.183 0.109 -0.025
H -1.60366 0.99091 1.06237 0.070 -0.157 0.136
H -1.22744 -1.37810 0.65599 -0.014 0.082 -0.179
H 0.89295 1.15457 1.46246 0.001 -0.102 -0.015
H -0.01008 2.17017 -0.43255 0.664 -0.065 0.147
H 1.38914 1.85837 -1.32797 0.191 -0.098 0.126
H 0.94302 -2.13929 1.43572 0.005 0.014 -0.011
H -0.20071 -1.87640 2.74961 0.016 0.051 0.019
H 1.09020 -0.71585 2.48526 0.063 0.030 0.039
H 2.65858 -0.62950 0.76975 -0.030 0.051 0.009
H 3.43175 0.92718 1.00588 -0.067 0.059 -0.069
H 3.05184 0.36747 -0.64078 -0.011 0.043 0.036
C -2.43808 -0.77312 -1.22267 0.201 -0.199 0.403
C -1.28597 0.21013 -1.18092 -0.256 1.364 -0.858
N -0.24211 -0.01900 -2.11744 -0.254 0.098 0.235
O -1.52169 1.40212 -0.83857 0.095 -1.222 -0.272
H -0.28334 0.63718 -2.89057 0.049 -0.068 0.160
H -0.17155 -0.97496 -2.43562 -0.080 0.078 -0.015
H -3.03761 -0.53518 -2.10820 0.125 0.060 0.081
H -3.06232 -0.66700 -0.33751 0.007 0.027 -0.026
H -2.10281 -1.80833 -1.29948 0.008 0.048 -0.021
```
Forces are in eV/Å.

=====

Below is one molecule with the formula C20H19N3O4S in a non-equilibrium geometry, with properties calculated with the ωB97M-V functional and the def2-TZVPD basis.

The net charge is 0. Its LUMO energy is -0.21 eV. The orbital gap comes out at 8.441 eV. The SMILES is Cc1nccc(-c2cccc(NS(=O)(=O)c3cc(C(=O)O)cc(C)c3C)c2)n1. As for the relative energy (zero: lowest compared OMol25 entry of this formula, charge and spin): 245.9 kJ/mol. For the energy, the calculation gives -44541.6897 eV.

```
47
Properties=species:S:1:pos:R:3:forces:R:3
O 3.26557 3.05800 -2.01149 -0.656 2.751 4.559
O -1.55161 -1.30204 -1.74007 1.956 1.552 -0.115
O 0.51186 -1.45976 -0.41400 -0.730 1.825 -1.321
N -1.91926 -2.52667 6.06203 0.337 0.656 0.664
N -1.94844 -0.27257 5.25923 0.366 -0.852 1.687
O 4.39124 2.94270 -3.88601 0.332 1.062 -0.822
C 3.34755 2.65410 -3.08841 1.348 -2.443 -2.829
C -1.98523 -1.17843 6.26941 1.196 -0.844 -1.597
C -1.86253 -2.96473 4.81447 -1.218 1.360 -0.231
C -1.85746 -0.70481 3.98578 -1.564 -1.019 2.292
C -2.00758 -2.09980 3.74847 1.341 1.682 -0.668
C -1.37573 2.76625 2.52396 -1.696 -0.966 -0.900
C -1.81277 1.78199 3.42314 0.776 -0.378 1.365
C -1.06442 2.33742 1.21739 2.211 2.010 -0.725
C -1.23509 0.06458 1.75385 0.069 -1.936 -1.674
C 2.63143 0.82356 -4.73197 -1.597 0.695 1.116
C 1.62207 1.01070 -2.56214 -1.217 -1.441 -2.640
C 2.50417 1.53684 -3.53364 -1.199 -2.274 -0.033
C -1.66429 0.40007 3.06002 0.529 0.921 -2.053
C -0.89724 1.02287 0.79524 -1.974 1.472 1.452
C 1.79061 -0.27780 -5.01965 0.379 0.325 1.151
C 0.86886 -0.84252 -4.03430 1.485 3.378 0.280
C 0.73008 -0.07126 -2.78356 1.515 -0.546 -1.475
N -0.67346 0.88186 -0.58564 0.978 -2.132 -2.575
C -1.80488 -0.82953 7.73778 -0.729 0.957 -0.379
C 2.02117 -0.89080 -6.38231 1.246 0.476 0.436
C 0.14984 -2.09617 -4.25462 0.398 -0.882 0.315
S -0.29868 -0.64048 -1.32902 -0.752 -1.333 0.977
H 4.86027 3.73108 -3.51655 -0.498 -0.921 -0.172
H -1.79431 -4.00872 4.58921 0.039 -0.606 0.373
H -2.00082 -2.46563 2.74374 -0.020 -0.245 -0.398
H -1.56903 3.83937 2.70922 0.546 -0.785 0.039
H -2.10774 2.06167 4.49808 0.364 -0.651 -1.957
H -0.64543 3.07127 0.46317 -0.954 -0.424 1.005
H -1.18378 -0.99649 1.30165 -0.131 1.504 1.606
H 3.28888 1.28477 -5.44452 0.260 -0.441 -0.545
H 1.50698 1.48082 -1.67224 0.045 1.516 2.610
H -1.11459 1.46794 -1.33674 0.291 -0.462 1.722
H -2.64027 -1.32666 8.22998 0.392 -0.227 0.464
H -1.87602 0.24288 8.00825 0.028 -0.492 -0.625
H -0.81998 -1.18525 8.07066 -0.513 -0.178 -0.042
H 1.16778 -0.70547 -6.98837 -1.045 -0.692 -0.546
H 2.83054 -0.34927 -6.97501 -0.665 -0.878 1.186
H 2.28316 -1.93801 -6.17446 -0.223 0.143 -0.957
H 0.63981 -2.79080 -4.93286 0.199 0.211 -0.151
H -0.85941 -1.98226 -4.58737 -0.748 0.216 -0.090
H 0.15817 -2.55481 -3.27979 -0.498 -0.662 0.220
```
Forces are in eV/Å.

=====

Below is an isolated ion of composition C3H5N2S and charge +1 in a non-equilibrium geometry, with properties calculated with the ωB97M-V functional and the def2-TZVPD basis.

The net charge is +1. Its LUMO energy (alpha / beta) is -6.65 / -5.83 eV. The orbital gap (alpha / beta) comes out at 6.694 / 7.999 eV. As for the relative energy (zero: lowest compared OMol25 entry of this formula, charge and spin): 537.4 kJ/mol. For the energy, the calculation gives -16994.6946 eV.

```
11
Properties=species:S:1:pos:R:3:forces:R:3
C 0.83525 0.57326 -0.48686 -1.667 0.144 -1.879
C -0.16189 -1.63189 -0.09317 -0.201 -0.613 0.062
C -1.41302 0.30632 0.47480 -3.095 1.851 -0.785
N 1.95990 0.37386 -0.10228 0.097 0.039 -0.185
N -0.32743 -0.41128 -0.05168 1.395 0.069 -0.198
S 3.41367 0.09560 0.23850 1.332 -0.173 0.594
H 0.46005 1.13968 -1.37033 0.383 -0.093 0.985
H 0.65799 -2.29981 -0.36704 -0.141 0.327 -0.049
H -1.16069 1.11413 1.08423 1.333 0.551 1.939
H -2.02345 0.97316 -0.16098 0.868 -0.612 -1.560
H -2.24037 -0.23304 0.83479 -0.303 -1.489 1.075
```
Forces are in eV/Å.